{
  "formula": "C22H88O22",
  "method": "wB97M-V/def2-TZVPD",
  "e_tot_ha": -2545.9035,
  "homo_energy_ev": -9.7879,
  "species": ["C", "O", "H", "H", "H", "H", "C", "O", "H", "H", "H", "H", "C", "O", "H", "H", "H", "H", "C", "O", "H", "H", "H", "H", "C", "O", "H", "H", "H", "H", "C", "O", "H", "H", "H", "H", "C", "O", "H", "H", "H", "H", "C", "O", "H", "H", "H", "H", "C", "O", "H", "H", "H", "H", "C", "O", "H", "H", "H", "H", "C", "O", "H", "H", "H", "H", "C", "O", "H", "H", "H", "H", "C", "O", "H", "H", "H", "H", "C", "O", "H", "H", "H", "H", "C", "O", "H", "H", "H", "H", "C", "O", "H", "H", "H", "H", "C", "O", "H", "H", "H", "H", "C", "O", "H", "H", "H", "H", "C", "O", "H", "H", "H", "H", "C", "O", "H", "H", "H", "H", "C", "O", "H", "H", "H", "H", "C", "O", "H", "H", "H", "H"],
  "coordinates": [[2.892, 0.334, -0.076], [2.323, 1.522, 0.426], [2.227, -0.569, -0.031], [3.215, 0.428, -1.118], [3.845, 0.114, 0.469], [1.441, 1.560, 0.004], [2.688, -4.644, 0.367], [3.040, -5.069, 1.635], [2.539, -5.538, -0.341], [1.730, -4.121, 0.336], [3.384, -3.957, -0.150], [3.343, -4.382, 2.169], [3.147, -2.075, -4.510], [3.352, -0.705, -4.273], [3.413, -2.586, -3.664], [2.061, -2.232, -4.736], [3.704, -2.274, -5.412], [2.576, -0.264, -4.587], [3.569, 1.397, 5.768], [3.160, 0.127, 5.251], [3.852, 1.205, 6.800], [4.414, 1.722, 5.184], [2.819, 2.145, 5.683], [2.578, 0.303, 4.482], [-0.055, -2.818, 2.425], [-1.422, -2.843, 1.952], [0.024, -2.018, 3.105], [0.263, -3.817, 2.817], [0.603, -2.542, 1.661], [-1.374, -2.951, 0.948], [-4.754, -2.175, 2.263], [-3.672, -1.267, 2.279], [-4.492, -3.087, 1.654], [-5.000, -2.648, 3.231], [-5.595, -1.729, 1.741], [-2.866, -1.829, 2.158], [-3.411, 2.323, -2.261], [-4.692, 1.850, -2.602], [-3.134, 3.076, -2.952], [-3.423, 2.769, -1.215], [-2.658, 1.506, -2.287], [-4.685, 1.822, -3.581], [2.320, -3.133, 6.672], [3.188, -2.673, 5.647], [2.340, -2.369, 7.485], [1.305, -3.454, 6.386], [2.805, -3.966, 7.126], [3.104, -1.723, 5.566], [0.777, 3.164, -2.929], [0.359, 2.575, -4.193], [1.769, 3.690, -3.034], [0.006, 3.860, -2.497], [0.839, 2.353, -2.243], [0.875, 3.044, -4.876], [-5.099, 2.230, 2.324], [-3.727, 2.658, 2.438], [-5.167, 1.173, 2.029], [-5.685, 2.471, 3.202], [-5.593, 2.751, 1.509], [-3.284, 2.116, 3.145], [5.945, -2.818, 3.083], [4.579, -3.143, 3.260], [6.056, -2.500, 2.047], [6.220, -1.970, 3.698], [6.654, -3.661, 3.221], [4.252, -3.171, 4.167], [3.305, 2.563, -6.275], [2.728, 3.582, -5.438], [4.255, 2.921, -6.625], [3.494, 1.594, -5.768], [2.660, 2.539, -7.161], [3.262, 3.665, -4.638], [-7.012, 0.106, -0.673], [-5.684, -0.268, -0.940], [-7.668, 0.127, -1.545], [-7.334, -0.568, 0.104], [-7.140, 1.121, -0.307], [-5.325, 0.430, -1.537], [-2.273, 0.008, 5.181], [-3.151, 0.641, 4.289], [-1.601, -0.677, 4.635], [-1.724, 0.757, 5.726], [-2.847, -0.608, 5.936], [-3.463, -0.018, 3.646], [-0.660, -0.551, -3.580], [0.408, -0.191, -4.589], [-0.701, -1.604, -3.515], [-0.216, -0.219, -2.618], [-1.673, -0.062, -3.740], [0.387, 0.779, -4.576], [1.813, 5.323, -8.353], [0.901, 4.740, -7.418], [2.787, 5.589, -8.009], [1.925, 4.560, -9.192], [1.384, 6.211, -8.820], [1.296, 4.546, -6.543], [-2.744, -6.280, 0.319], [-3.159, -5.165, 1.069], [-2.557, -5.878, -0.715], [-1.748, -6.669, 0.538], [-3.496, -7.076, 0.371], [-2.696, -5.107, 1.919], [-1.053, 0.141, 0.267], [-0.372, 1.195, -0.395], [-1.714, -0.381, -0.462], [-0.228, -0.511, 0.579], [-1.723, 0.468, 1.070], [-0.799, 2.028, -0.125], [0.177, 1.775, 3.373], [1.551, 1.379, 3.281], [-0.367, 1.811, 2.432], [-0.324, 1.045, 4.044], [0.027, 2.785, 3.902], [1.896, 1.567, 2.377], [-1.644, 4.610, 0.916], [-1.999, 3.246, 0.584], [-2.488, 5.286, 0.739], [-1.286, 4.681, 1.938], [-0.926, 4.926, 0.137], [-2.683, 2.984, 1.256], [5.612, 2.649, -1.592], [4.559, 2.650, -2.564], [6.621, 2.704, -2.120], [5.497, 3.548, -1.027], [5.564, 1.831, -0.848], [4.377, 1.759, -2.904], [-3.392, -3.038, -2.057], [-2.787, -2.814, -0.787], [-3.868, -4.013, -2.167], [-4.062, -2.229, -2.275], [-2.626, -3.015, -2.827], [-3.079, -3.500, -0.148]],
  "forces_ev_per_a": [[1.1, -1.1, 0.0], [-0.4, -0.2, -0.1], [0.4, 0.8, 0.2], [-0.3, 0.2, -0.1], [-0.9, 0.1, -0.1], [0.0, 0.1, 0.3], [-0.6, -0.5, -2.1], [-0.8, -2.4, -1.1], [0.4, 1.1, 1.2], [-0.3, 0.1, 0.2], [0.2, -0.3, 0.5], [1.1, 2.1, 1.4], [-2.0, 1.6, -2.4], [0.8, 0.9, 0.7], [0.9, -1.7, 1.8], [0.8, -0.2, 0.3], [0.3, -1.0, -0.1], [-1.0, 0.5, -0.1], [0.7, -1.4, -0.1], [-0.8, 0.1, -0.4], [0.1, 0.4, 0.0], [0.6, 0.3, 0.0], [-0.9, 0.5, 0.1], [0.3, 0.1, 0.3], [-1.0, -1.5, 0.2], [0.7, -0.5, -2.0], [0.1, 0.6, 1.4], [-0.3, 0.9, -0.1], [1.0, 0.2, -1.5], [-0.3, 0.2, 1.8], [0.2, -1.9, -1.0], [0.6, -0.5, 0.4], [-0.1, 0.9, 0.3], [-0.1, 0.8, 0.0], [-0.2, 0.2, 0.4], [-0.3, 0.8, 0.2], [0.7, -0.3, 2.1], [-0.6, -0.2, -1.2], [0.6, 0.9, -0.6], [0.0, -0.7, -1.4], [-0.3, 0.5, 0.1], [-0.4, -0.2, 0.9], [0.6, 1.0, 0.9], [-0.4, -0.8, -0.3], [-0.7, -0.4, -0.5], [0.3, 0.5, -0.2], [0.3, -0.9, 0.2], [0.0, 0.8, -0.1], [-0.1, 0.8, -0.6], [0.4, 1.0, 0.3], [-1.1, -0.6, 0.2], [0.6, -0.4, -0.7], [0.4, -0.6, 0.6], [-0.2, -0.3, 0.3], [0.3, -0.3, -0.7], [-0.4, -0.5, 0.8], [0.1, 0.1, 0.5], [0.1, -0.2, 0.4], [0.4, 0.4, -0.2], [-0.6, 0.3, -0.5], [-0.1, -0.2, -0.2], [-0.2, -0.4, -0.8], [0.0, 0.0, -0.1], [0.2, 0.1, 0.3], [-0.5, 0.3, 0.2], [0.3, 0.2, 0.4], [-0.1, 0.4, -0.1], [0.0, -0.4, 0.2], [0.7, 0.1, -0.2], [-0.6, 0.5, -0.3], [0.0, -0.6, 0.4], [0.1, 0.0, 0.0], [-0.1, 0.3, 0.1], [0.4, 0.9, -0.8], [-0.1, -0.7, -0.2], [-0.6, -0.2, 0.0], [0.5, 0.4, 0.5], [0.0, -0.6, 0.4], [-0.7, -1.5, 0.6], [-0.2, 0.6, -0.2], [0.0, 0.3, 0.3], [0.3, 0.2, 0.1], [0.5, 0.5, -0.7], [0.0, -0.3, -0.2], [1.7, 2.2, -0.1], [-2.0, -0.5, 0.9], [-0.3, -1.1, -0.4], [-0.7, 0.0, -0.3], [1.4, -0.6, -0.2], [0.1, 0.2, 0.0], [-1.0, -1.6, -1.5], [0.3, 0.3, 0.6], [0.7, 0.0, 0.8], [0.1, 0.9, 0.9], [-0.2, 0.0, 0.2], [0.2, 0.4, -0.9], [0.6, 0.3, -1.6], [0.1, 0.5, 0.8], [-0.8, -0.7, 0.6], [-0.1, 0.0, 0.7], [0.2, 0.1, -0.3], [-0.1, 0.0, -0.4], [-0.2, -0.6, -1.0], [0.0, 0.9, 0.0], [0.5, 0.0, 0.5], [-0.7, -0.3, 0.4], [0.5, 0.0, 0.1], [-0.3, 0.1, -0.1], [-0.3, 0.5, 1.7], [-0.3, 0.4, -0.7], [0.3, -0.1, -0.2], [0.3, 0.4, -0.6], [0.5, -1.2, -0.8], [-0.3, -0.2, 0.4], [-0.2, -0.5, -1.6], [0.1, 0.8, 0.6], [-0.2, -0.2, 0.4], [0.3, 0.2, 0.0], [0.2, -0.2, 0.8], [0.2, -0.1, -0.4], [0.9, -0.4, -0.9], [-0.2, -0.4, 0.0], [-1.1, -0.4, 0.8], [-0.1, 0.7, 0.3], [0.0, 0.1, -0.7], [0.3, 0.2, 0.3], [0.6, -0.1, -0.1], [0.0, -0.8, 0.7], [-0.2, 0.1, 0.3], [-0.7, 0.2, 0.0], [0.3, 0.0, -0.1], [0.0, 0.4, -0.6]],
  "mulliken_charge": [-0.1625, -0.7266, 0.0178, -0.0703, 0.3844, 0.3327, -0.2762, -0.4654, 0.2653, -0.0297, 0.2287, 0.3557, -0.6559, -0.4321, 0.2119, 0.2512, 0.2573, 0.3397, -0.7110, -0.5470, 0.2849, 0.2668, 0.2374, 0.3828, -0.3766, -0.5250, 0.2412, 0.2526, -0.0892, 0.3283, -0.2746, -0.1680, 0.0144, 0.3150, -0.0449, 0.4011, -0.1663, -0.6248, 0.4716, 0.0160, -0.0713, 0.3047, -0.6994, -0.4821, 0.2679, 0.2251, 0.2871, 0.4290, 0.0366, -0.4875, 0.1876, 0.0799, -0.1020, 0.3162, -0.6042, -0.4937, 0.0462, 0.3232, 0.3335, 0.3879, -0.6956, -0.4107, 0.2273, 0.2694, 0.2802, 0.3931, -0.4981, -0.4852, 0.3621, 0.1418, 0.2683, 0.1768, -0.7776, -0.3101, 0.3153, 0.2812, 0.2492, 0.2916, -0.6583, -0.5305, 0.0295, 0.3905, 0.2585, 0.4449, -0.3384, -0.5759, 0.2454, 0.0763, 0.1554, 0.3784, -0.6422, -0.5137, 0.2733, 0.2362, 0.2863, 0.3671, -0.6309, -0.3770, 0.2022, 0.2990, 0.2381, 0.2951, -0.5428, 0.8110, 0.0382, -0.0314, -0.0560, 0.0498, 0.3318, -0.3289, -0.3235, -0.1929, 0.2694, 0.2867, -0.7727, -0.4502, 0.2762, 0.2559, 0.2593, 0.4174, -0.6228, -0.3685, 0.2456, 0.2813, 0.1892, 0.2748, -0.7498, -0.1788, 0.3663, 0.1813, 0.2531, 0.0472]
}